DFT (wB97M-V/def2-TZVPD) results for C25H56Cr2F6N6O19S2 as an isolated structure.

```
! RIJCOSX wB97M-V def2-TZVPD def2/J DEFGRID3
* xyz 0 9
Cr -0.74585 0.19325 3.36110
Cr 0.10165 4.19801 0.84758
C -2.36008 -2.42356 1.11802
F -1.14437 -2.61469 0.65448
F -2.75435 -1.18695 0.81789
F -3.20104 -3.26614 0.53685
S -2.49686 -2.71119 2.98126
O -3.74424 -3.38234 3.14707
O -1.29828 -3.47417 3.24656
N -2.25554 -1.17266 3.69828
S -3.51972 -0.91489 4.67508
O -3.26791 0.31354 5.39967
O -4.83731 -1.07334 4.10947
C -3.36468 -2.18009 6.11737
F -3.87259 -3.37432 5.80026
F -2.05667 -2.35257 6.38163
F -3.99518 -1.73210 7.18880
C 1.24093 0.06125 -0.42354
C 0.30082 0.93529 0.38223
O 0.28880 2.16296 0.15116
O -0.41143 0.41789 1.26874
H 1.33989 0.40590 -1.46247
H 0.94827 -0.96830 -0.64102
H 2.29088 0.02098 -0.12693
N 1.85308 2.75801 2.92614
O 0.86885 2.12818 3.31993
O 1.70013 3.82446 2.22673
O 3.00218 2.42094 3.19781
N -2.59778 2.71511 2.52231
O -3.77532 3.00627 2.45884
O -2.19494 1.76705 3.22096
O -1.76078 3.37124 1.82782
C 5.78453 1.74416 -2.77729
C 4.69922 1.35971 -3.76658
C 3.93882 0.09590 -3.32239
O 3.74684 2.42874 -3.86725
H 6.65532 1.08263 -2.75620
H 5.38049 1.68722 -1.76382
H 6.18327 2.74602 -2.94904
H 5.06540 1.12774 -4.77314
H 4.40609 -0.83863 -3.63922
H 2.92229 0.18092 -3.70175
H 3.94920 -0.04339 -2.23726
H 4.20334 3.06941 -4.42569
C 3.10610 3.86985 -0.59592
O 1.72328 4.14857 -0.65487
C 1.25078 4.85460 -1.79289
C -0.19156 4.38237 -2.06155
N -1.16109 4.63715 -0.97770
C -2.37389 3.81326 -1.14209
C -3.26442 4.24837 -2.30256
O -2.74351 3.74795 -3.53811
C -3.44858 2.64742 -4.06389
H 3.28691 3.32116 0.32607
H 3.69782 4.78779 -0.46592
H 3.45727 3.38493 -1.50687
H 1.89054 4.68194 -2.65877
H 1.26243 5.93426 -1.58455
H -0.11550 3.30698 -2.21434
H -0.45837 4.86415 -3.00552
H -1.48877 5.58906 -1.13664
H -2.97983 3.93175 -0.23760
H -2.11194 2.75668 -1.16643
H -3.31181 5.33725 -2.37065
H -4.26413 3.82080 -2.20723
H -4.48026 2.92099 -4.31983
H -3.58938 1.87885 -3.28823
H -2.89781 2.22610 -4.89674
C 3.00193 -3.85772 1.24799
O 2.37556 -2.64535 1.56966
C 3.13750 -1.74081 2.37634
C 2.16866 -0.70529 2.91258
N 0.89425 -1.27240 3.32440
C 0.88625 -1.85488 4.70123
C 0.89522 -0.74312 5.74975
O -0.00294 0.28542 5.37637
C -0.15522 1.24635 6.38978
H 3.84166 -3.71139 0.55869
H 2.24369 -4.49616 0.79776
H 3.37837 -4.37196 2.14273
H 3.96031 -1.33608 1.78040
H 3.58142 -2.36938 3.16188
H 1.99994 0.06171 2.16339
H 2.65299 -0.18709 3.74152
H 0.69911 -2.10854 2.77196
H 1.71206 -2.55538 4.84604
H -0.04471 -2.41198 4.76338
H 1.89270 -0.29433 5.84147
H 0.66357 -1.17548 6.72760
H -0.81662 2.04750 6.06303
H 0.78597 1.75753 6.62922
H -0.55938 0.82730 7.31408
C -3.06039 -6.55958 -4.77830
O -2.42416 -6.14597 -3.59809
C -1.27731 -5.36373 -3.79414
C -1.17173 -4.24033 -2.75919
N -1.91545 -3.08487 -3.28164
C -1.79431 -1.93914 -2.41060
C -1.92315 -0.64575 -3.24817
O -1.06144 -0.65747 -4.38097
C 0.25699 -0.34458 -3.98278
H -3.50817 -5.75766 -5.37571
H -3.84694 -7.26014 -4.50217
H -2.33122 -7.08669 -5.41169
H -1.18752 -4.90049 -4.78535
H -0.40382 -6.03462 -3.77791
H -0.11761 -3.99357 -2.57158
H -1.62240 -4.52908 -1.80985
H -1.54475 -2.79984 -4.18183
H -0.84018 -1.75371 -1.89009
H -2.57821 -1.88261 -1.65371
H -1.80973 0.21977 -2.58632
H -2.93637 -0.56414 -3.64933
H 0.25934 0.58136 -3.39491
H 0.90889 -0.11908 -4.82734
H 0.72763 -1.13218 -3.38713
*
```

Its HOMO-LUMO gap (spin up / spin down) is 0.2709 / 0.3052 Eh. As for the energy relative to the best compared isomer or geometry (same formula, charge and spin): 0.0 kJ/mol. As for the max |F|: 0.08285 Eh/bohr.

Mulliken population analysis, charges in e, atoms 1 to 99: atom 1 (Cr): 0.5900, atom 2 (Cr): 0.0136, atom 3 (C): 0.5541, atom 4 (F): -0.1740, atom 5 (F): -0.2282, atom 6 (F): -0.2524, atom 7 (S): 0.6135, atom 8 (O): -0.5217, atom 9 (O): -0.7126, atom 10 (N): -0.1791, atom 11 (S): 0.6585, atom 12 (O): -0.6635, atom 13 (O): -0.5692, atom 14 (C): 0.6215, atom 15 (F): -0.1972, atom 16 (F): -0.1895, atom 17 (F): -0.2221, atom 18 (C): -0.4410, atom 19 (C): -0.3156, atom 20 (O): 0.8501, atom 21 (O): 0.5262, atom 22 (H): 0.0671, atom 23 (H): 0.1396, atom 24 (H): 0.3005, atom 25 (N): 1.0516, atom 26 (O): -0.5927, atom 27 (O): -0.8174, atom 28 (O): -0.6610, atom 29 (N): 0.2534, atom 30 (O): -0.6022, atom 31 (O): -0.2785, atom 32 (O): -0.3275, atom 33 (C): -1.2985, atom 34 (C): 0.3464, atom 35 (C): -0.8929, atom 36 (O): -0.5406, atom 37 (H): 0.3734, atom 38 (H): 0.2648, atom 39 (H): 0.3553, atom 40 (H): 0.4678, atom 41 (H): 0.4574, atom 42 (H): 0.0355, atom 43 (H): 0.1259, atom 44 (H): 0.3049, atom 45 (C): -0.4150, atom 46 (O): 0.2126, atom 47 (C): -1.0433, atom 48 (C): -0.3774, atom 49 (N): 0.1521, atom 50 (C): -0.1492, atom 51 (C): -0.8334, atom 52 (O): -0.3341, atom 53 (C): -0.7474, atom 54 (H): 0.1524, atom 55 (H): 0.3205, atom 56 (H): -0.0811, atom 57 (H): 0.4461, atom 58 (H): 0.3329, atom 59 (H): -0.0699, atom 60 (H): 0.6779, atom 61 (H): 0.2571, atom 62 (H): 0.3025, atom 63 (H): -0.1473, atom 64 (H): 0.3142, atom 65 (H): 0.4929, atom 66 (H): 0.3629, atom 67 (H): 0.2949, atom 68 (H): 0.2854, atom 69 (C): -0.9149, atom 70 (O): -0.1004, atom 71 (C): -1.5398, atom 72 (C): 0.4597, atom 73 (N): 0.7539, atom 74 (C): -0.8148, atom 75 (C): -0.8786, atom 76 (O): 1.1781, atom 77 (C): -1.2315, atom 78 (H): 0.2984, atom 79 (H): 0.2285, atom 80 (H): 0.3240, atom 81 (H): 0.4678, atom 82 (H): 0.5527, atom 83 (H): -0.8841, atom 84 (H): 0.5266, atom 85 (H): 0.1059, atom 86 (H): 0.3341, atom 87 (H): 0.4129, atom 88 (H): 0.5106, atom 89 (H): 0.5308, atom 90 (H): 0.2339, atom 91 (H): 0.2900, atom 92 (H): 0.3041, atom 93 (C): -0.7267, atom 94 (O): -0.3145, atom 95 (C): -0.7148, atom 96 (C): -0.1351, atom 97 (N): -0.4092, atom 98 (C): 0.4635, atom 99 (C): -0.1676

---

DFT (wB97M-V/def2-TZVPD) results for C56H43F2N6OP2Rh as an isolated structure.

```
! RIJCOSX wB97M-V def2-TZVPD def2/J DEFGRID3
* xyz 2 1
Rh -1.05149 0.64823 -0.74357
C -4.65284 -1.90908 -0.12688
N -3.32942 -1.25762 -0.19078
P -2.72950 -0.09097 0.89741
C -1.56221 -0.95290 2.01503
C -1.63528 -2.31700 2.28145
C -0.75464 -2.90588 3.18084
C 0.20186 -2.13078 3.82360
C 0.27535 -0.76648 3.56890
C -0.60128 -0.18198 2.66586
C -4.03543 0.36505 2.04725
C -4.92304 1.38204 1.67103
C -5.96345 1.74363 2.50974
C -6.11659 1.09710 3.72888
C -5.23443 0.09419 4.10833
C -4.18520 -0.27274 3.27824
P -2.64589 -0.79080 -1.67371
C -3.96938 0.01608 -2.61016
C -4.40301 1.27886 -2.19774
C -5.48219 1.88625 -2.81735
C -6.14327 1.23957 -3.85506
C -5.72884 -0.01854 -4.26300
C -4.64320 -0.63023 -3.64832
C -2.32490 -2.32540 -2.54457
C -2.46288 -3.56099 -1.91056
C -2.21050 -4.72964 -2.61437
C -1.81279 -4.67098 -3.94398
C -1.65358 -3.44326 -4.57446
C -1.90058 -2.27154 -3.87610
H -4.61544 -2.81730 0.47461
H -4.98067 -2.16884 -1.13198
H -5.39264 -1.23624 0.30662
H -2.38261 -2.92379 1.77937
H -0.82229 -3.96588 3.39031
H 0.88202 -2.58709 4.53159
H 1.01537 -0.15856 4.07481
H -0.53178 0.88420 2.46902
H -4.79748 1.88810 0.72051
H -6.64855 2.52828 2.21768
H -6.92327 1.38175 4.39156
H -5.35804 -0.40335 5.06106
H -3.49644 -1.04403 3.59386
H -3.90012 1.78471 -1.38931
H -5.81112 2.86478 -2.49008
H -6.98216 1.71764 -4.34394
H -6.25601 -0.53461 -5.05469
H -4.33593 -1.61306 -3.97995
H -2.77720 -3.61285 -0.87565
H -2.32692 -5.68756 -2.12391
H -1.63358 -5.58614 -4.49362
H -1.34497 -3.40120 -5.61089
H -1.78545 -1.31610 -4.37370
F -3.42850 4.80876 1.66427
C -2.88150 4.31778 0.55339
C -2.44631 2.99920 0.56397
C -1.90460 2.46201 -0.59818
C -1.80684 3.25540 -1.75147
C -2.22089 4.58197 -1.67935
F -2.05813 5.38269 -2.74039
C -2.77278 5.13852 -0.54775
C -1.26540 2.60871 -2.93954
C -1.34297 3.06932 -4.25147
C -0.83704 2.29102 -5.27448
C -0.24463 1.06878 -4.98232
C -0.19704 0.67112 -3.66529
N -0.70038 1.41873 -2.66980
H -2.54439 2.45305 1.48742
H -3.09120 6.17156 -0.52830
H -1.80500 4.01939 -4.46544
H -0.90282 2.63780 -6.29772
H 0.17198 0.43917 -5.75683
H 0.26925 -0.26024 -3.36988
C 11.98247 -0.03586 3.76558
O 11.05836 -1.11947 3.70011
C 9.82470 -0.86499 3.22045
C 9.39753 0.38169 2.77299
C 8.10220 0.53127 2.30042
C 7.22755 -0.54457 2.26031
C 7.66945 -1.78837 2.71497
C 8.95025 -1.95084 3.19157
C 5.87171 -0.34596 1.74304
N 5.30544 0.81649 1.49754
C 4.05771 0.50951 1.02974
C 3.85260 -0.84159 0.98126
N 5.02923 -1.38790 1.44289
C 2.65112 -1.43033 0.49161
C 2.40959 -2.80698 0.38012
C 1.20656 -3.23244 -0.10562
C 0.24669 -2.28532 -0.46812
N 0.44121 -0.98032 -0.39109
C 1.63392 -0.54516 0.08760
C 1.81994 0.87604 0.17971
N 0.78917 1.66339 -0.21741
C 0.96322 2.97884 -0.21116
C 2.15454 3.58911 0.19138
C 3.19226 2.80802 0.61702
C 3.03296 1.41620 0.61685
H 12.89912 -0.45212 4.16758
H 11.61601 0.74998 4.42814
H 12.17374 0.37443 2.77273
H 10.06142 1.23318 2.78471
H 7.76094 1.49700 1.94968
H 7.00865 -2.64937 2.72374
H 9.30243 -2.90725 3.55484
H 5.26058 -2.36219 1.52190
H 3.16277 -3.52277 0.68654
H 0.98000 -4.28551 -0.20602
H -0.70141 -2.61740 -0.83659
H 0.13060 3.58313 -0.52797
H 2.23218 4.66726 0.16780
H 4.13565 3.22939 0.94110
*
```

Its HOMO-LUMO gap is 0.2265 Eh. As for the energy relative to the best compared isomer or geometry (same formula, charge and spin): 0.0 kJ/mol. As for the max |F|: 0.05637 Eh/bohr.

Mulliken population analysis, charges in e, atoms 1 to 99: atom 1 (Rh): -0.6080, atom 2 (C): -1.2001, atom 3 (N): 0.4627, atom 4 (P): 1.3628, atom 5 (C): 0.1622, atom 6 (C): -0.0362, atom 7 (C): -0.9054, atom 8 (C): -0.8082, atom 9 (C): -0.7671, atom 10 (C): -0.7454, atom 11 (C): 0.6768, atom 12 (C): 0.1307, atom 13 (C): -0.9614, atom 14 (C): -0.6960, atom 15 (C): -0.8001, atom 16 (C): -0.8177, atom 17 (P): 3.2516, atom 18 (C): 1.1464, atom 19 (C): 0.2581, atom 20 (C): -1.0093, atom 21 (C): -0.8324, atom 22 (C): -0.8457, atom 23 (C): -0.7820, atom 24 (C): 0.8912, atom 25 (C): -1.0739, atom 26 (C): -0.7979, atom 27 (C): -0.7828, atom 28 (C): -0.8778, atom 29 (C): -0.9150, atom 30 (H): 0.2937, atom 31 (H): 0.4983, atom 32 (H): 0.3580, atom 33 (H): 0.2220, atom 34 (H): 0.5034, atom 35 (H): 0.4477, atom 36 (H): 0.5019, atom 37 (H): 0.4104, atom 38 (H): 0.3436, atom 39 (H): 0.4872, atom 40 (H): 0.4280, atom 41 (H): 0.4589, atom 42 (H): 0.4466, atom 43 (H): -0.5485, atom 44 (H): 0.5317, atom 45 (H): 0.4543, atom 46 (H): 0.4795, atom 47 (H): 0.4751, atom 48 (H): 0.2692, atom 49 (H): 0.5028, atom 50 (H): 0.4258, atom 51 (H): 0.4717, atom 52 (H): 0.7096, atom 53 (F): -0.3628, atom 54 (C): -0.0287, atom 55 (C): -0.9079, atom 56 (C): 1.1615, atom 57 (C): 0.2389, atom 58 (C): 0.5842, atom 59 (F): -0.3552, atom 60 (C): -1.1991, atom 61 (C): 0.2291, atom 62 (C): -1.1116, atom 63 (C): -0.7718, atom 64 (C): -1.0501, atom 65 (C): -0.9269, atom 66 (N): 1.0059, atom 67 (H): 1.1883, atom 68 (H): 0.5714, atom 69 (H): 0.5934, atom 70 (H): 0.4755, atom 71 (H): 0.5360, atom 72 (H): 0.8545, atom 73 (C): -0.8562, atom 74 (O): -0.4538, atom 75 (C): 0.9319, atom 76 (C): -0.4624, atom 77 (C): -0.8232, atom 78 (C): 0.2006, atom 79 (C): -0.5002, atom 80 (C): -0.7259, atom 81 (C): 0.2893, atom 82 (N): -0.8150, atom 83 (C): 0.6599, atom 84 (C): -0.1534, atom 85 (N): -0.0350, atom 86 (C): 1.1463, atom 87 (C): -1.0589, atom 88 (C): -1.0448, atom 89 (C): -0.5220, atom 90 (N): 0.8672, atom 91 (C): -0.4934, atom 92 (C): -0.2413, atom 93 (N): 0.6216, atom 94 (C): -0.1207, atom 95 (C): -1.4162, atom 96 (C): -0.5317, atom 97 (C): 0.3167, atom 98 (H): 0.2452, atom 99 (H): 0.3541

---

DFT (wB97M-V/def2-TZVPD) results for a 2-piece molecular cluster, C3H13N3 overall.

```
! RIJCOSX wB97M-V def2-TZVPD def2/J DEFGRID3
* xyz 0 1
C -1.45353 -1.16311 -0.67484
C -0.59166 -2.10597 0.18817
N -1.38258 -2.79072 1.19755
H -1.43571 -1.48114 -1.71491
H -1.04590 -0.16225 -0.58769
H -2.48475 -1.21362 -0.33343
H 0.25918 -1.56979 0.62499
H -0.10234 -2.86181 -0.43953
H -1.70262 -2.15147 1.91516
H -0.86519 -3.53662 1.63797
N 1.48598 2.31258 -1.40471
C 1.62806 1.76191 -0.06392
N 0.41282 1.79622 0.72823
H 0.55261 2.10656 -1.75440
H 1.48879 3.32383 -1.31311
H 2.40516 2.34603 0.43131
H 2.00842 0.74151 -0.15021
H 0.38875 2.21903 1.64369
H -0.40633 2.05388 0.19364
*
```

Its SMILES is CCN.NCN. Its HOMO-LUMO gap is 0.3688 Eh. As for the energy relative to the best compared isomer or geometry (same formula, charge and spin): 50.3 kJ/mol. As for the max |F|: 0.01672 Eh/bohr.

Okay, here come the natural (NBO) numbers, in e, for every atom: atom 1 (C): -0.6262, atom 2 (C): -0.2144, atom 3 (N): -0.8418, atom 4 (H): 0.2086, atom 5 (H): 0.2047, atom 6 (H): 0.2153, atom 7 (H): 0.1631, atom 8 (H): 0.1804, atom 9 (H): 0.3507, atom 10 (H): 0.3566, atom 11 (N): -0.8175, atom 12 (C): -0.0476, atom 13 (N): -0.8886, atom 14 (H): 0.3428, atom 15 (H): 0.3473, atom 16 (H): 0.1713, atom 17 (H): 0.1612, atom 18 (H): 0.3751, atom 19 (H): 0.3592